No. 1
The following is a quantum chemistry calculation of a 9-piece molecular cluster, C41H42Cl2N8 overall in a non-equilibrium geometry, from OMol25.

Each line ends with the Mulliken charge.
Geometry (Å):
N -26.36620 -8.03214 -10.10074  -0.56
C -25.22173 -8.85104 -10.18092  -0.52
C -24.35781 -8.71802 -11.30287  0.05
C -24.55159 -7.72702 -12.22475  -0.35
C -25.71372 -6.93421 -12.13934  -0.31
C -26.54473 -7.09268 -11.01698  -0.23
H -24.98056 -9.52499 -9.37220  0.48
H -23.49300 -9.35598 -11.41013  0.35
H -23.90004 -7.47995 -13.04988  0.38
H -25.97257 -6.17118 -12.85850  0.36
H -27.46269 -6.53157 -10.92264  0.36
N -15.57553 -12.79939 -18.13214  -0.58
C -16.85140 -12.80618 -17.66866  -0.41
C -17.44986 -13.98170 -17.15698  -0.25
C -16.77261 -15.20994 -17.09954  -0.43
C -15.50868 -15.16477 -17.60097  -0.49
C -14.92913 -13.97435 -18.06986  -0.29
H -17.45702 -11.92573 -17.82499  0.49
H -18.47831 -14.05716 -16.83600  0.64
H -17.22431 -16.14420 -16.80034  0.61
H -14.96010 -16.09181 -17.52297  0.34
H -13.90455 -13.99775 -18.41059  0.35
N -19.78016 -12.20773 -11.77001  -0.36
C -18.77165 -12.48656 -12.69430  -0.18
C -17.41241 -12.05087 -12.70574  -0.59
C -17.15532 -11.17529 -11.64300  -0.18
C -18.13231 -10.78755 -10.68591  -0.46
C -19.43742 -11.30555 -10.81937  -0.23
H -18.96201 -13.08604 -13.57225  0.46
H -16.70753 -12.53981 -13.36185  0.44
H -16.15452 -10.78590 -11.52822  0.32
H -17.86187 -10.09050 -9.90657  0.36
H -20.24656 -11.08638 -10.13845  0.40
N -22.74464 -12.57989 -20.23405  -0.35
C -22.18212 -12.43203 -21.44282  -0.30
C -20.83149 -12.05077 -21.63452  -0.64
C -20.01593 -12.09580 -20.49547  -0.21
C -20.53726 -12.33360 -19.29513  -0.24
C -21.85595 -12.62656 -19.19452  -0.21
H -22.96253 -12.46149 -22.18881  0.38
H -20.39368 -11.84332 -22.59976  0.37
H -18.99828 -11.83927 -20.75038  0.38
H -19.82985 -12.28083 -18.48077  0.31
H -22.22230 -13.03781 -18.26550  0.45
N -24.18315 -12.12338 -14.20186  -0.34
C -24.29509 -13.20458 -15.08295  -0.25
C -23.15973 -13.73863 -15.67162  -0.49
C -21.91686 -13.09942 -15.55378  -0.22
C -21.82055 -11.96975 -14.77270  -0.55
C -22.94733 -11.50938 -14.10890  -0.64
H -25.22332 -13.75466 -15.03612  -0.06
H -23.30019 -14.67364 -16.19359  0.27
H -21.03486 -13.47548 -16.05083  0.75
H -20.85997 -11.49169 -14.64960  0.47
H -22.76785 -10.70997 -13.40525  0.19
N -26.71924 -13.68692 -8.60119  -0.65
C -25.74772 -14.31297 -9.36833  -0.27
C -25.12353 -13.73434 -10.49442  -0.64
C -25.59608 -12.44003 -10.82021  -0.15
C -26.78750 -11.91581 -10.26276  -0.31
C -27.25265 -12.54242 -9.11141  -0.49
H -25.57307 -15.32095 -9.02211  0.40
H -24.23447 -14.12806 -10.96448  0.49
H -25.18899 -12.00975 -11.72327  0.58
H -27.23774 -11.02439 -10.67393  0.62
H -28.17426 -12.19797 -8.66598  0.38
N -28.02578 -14.74254 -18.09654  -0.54
C -28.05701 -14.04394 -19.23650  -0.31
C -26.88189 -13.88534 -20.04463  -0.32
C -25.72171 -14.45007 -19.62997  0.00
C -25.68298 -15.23604 -18.50458  -0.40
C -26.83932 -15.29550 -17.72917  -0.31
H -28.92984 -13.51603 -19.59127  0.33
H -26.74459 -13.35083 -20.97299  0.33
H -24.78298 -14.27967 -20.13610  0.27
H -24.74356 -15.62113 -18.13634  0.47
H -26.84284 -15.90616 -16.83839  0.47
N -21.62968 -16.70716 -17.62790  -0.21
C -20.26638 -16.78526 -17.89639  -0.25
C -19.43131 -17.85553 -17.63177  -0.65
C -20.06532 -18.96174 -17.08342  -0.31
C -21.43441 -18.91658 -16.80872  -0.47
C -22.21274 -17.78898 -17.09212  -0.11
H -19.84707 -15.83459 -18.19104  0.39
H -18.37505 -17.76146 -17.83641  0.59
H -19.63569 -19.90370 -16.77593  0.36
H -21.98969 -19.71836 -16.34480  0.33
H -23.28865 -17.88179 -17.10595  0.37
C -28.41855 -12.91632 -13.50389  0.02
Cl -27.67044 -14.32251 -14.31075  -0.18
Cl -29.74410 -13.58527 -12.43818  -0.20
H -27.62565 -12.40563 -12.95746  -0.03
H -28.80589 -12.31852 -14.32895  0.32

Summary:
HOMO-LUMO gap (spin up / spin down): 2.24 / 6.76 eV
Charge: -1
Spin multiplicity: 2
E_HOMO (spin up / spin down): -0.138 / -4.690 eV
E_LUMO (spin up / spin down): 2.1 / 2.1 eV

***

No. 2
The following is a quantum chemistry calculation of an isolated ion of composition C6H16N2P and charge +1 in a non-equilibrium geometry, from OMol25.

Each line ends with the Mulliken charge.
Geometry (Å):
C 2.08394 1.86003 1.10119  -0.32
C -0.09019 -1.91041 0.86187  -0.61
C -1.37996 -0.10640 -2.95289  -1.11
C 0.42712 1.94592 2.90081  -0.68
C 0.17491 -1.64511 -0.67055  -0.92
C -1.22179 0.35283 -1.46290  -0.37
N 0.09557 -0.19734 -1.01986  0.16
N 1.65585 2.23116 2.21279  0.01
P 1.29084 0.81401 -0.22882  0.22
H -1.28019 -1.95322 0.85765  0.26
H 0.42630 -2.91751 0.96758  0.35
H 0.32019 -1.05818 1.48925  0.14
H -1.09549 -1.23431 -2.97778  0.25
H -2.35799 -0.00801 -3.44724  0.37
H -0.82756 0.44993 -3.63099  0.34
H 0.75845 1.08651 3.64815  0.28
H -0.33170 1.70785 2.16263  0.31
H 0.18660 2.74021 3.53994  0.31
H 1.23469 -1.97498 -0.74881  0.42
H -0.34596 -2.24407 -1.30769  0.38
H -1.33076 1.48841 -1.33018  0.40
H -2.01921 -0.09046 -0.91643  0.28
H 2.45134 2.49686 2.75668  0.32
H 2.07681 1.58330 -1.22303  0.14
H 2.20188 -0.14964 -0.00950  0.08

Summary:
HOMO-LUMO gap: 8.56 eV
Charge: +1
Spin multiplicity: 1
E_HOMO: -12.664 eV
Energy relative to the best compared isomer or geometry (same formula, charge and spin): 66.21 kcal per mole
E_LUMO: -4.1 eV

***

No. 3
The following is a quantum chemistry calculation of a 2-piece molecular cluster, C4H12 overall in a non-equilibrium geometry, from OMol25.

Each line ends with the Mulliken charge.
Geometry (Å):
C 0.27886 1.07344 1.26564  -1.23
C -0.46787 1.58785 2.50107  -1.45
H -0.16331 0.18487 0.81401  -0.66
H 0.44902 1.83367 0.50394  0.99
H 1.28290 0.74662 1.55107  0.32
H -0.10975 2.60873 2.65082  0.45
H -0.17563 0.99979 3.35751  0.47
H -1.54968 1.64517 2.45321  0.71
C 0.80595 -1.19735 -2.09604  -1.20
C -0.67999 -1.43368 -1.74500  -2.35
H 1.03989 -0.21743 -1.67551  0.31
H 1.44730 -1.89580 -1.58181  0.43
H 0.92585 -1.31008 -3.17352  0.46
H -0.75268 -1.39004 -0.65486  0.61
H -1.40712 -0.76124 -2.19458  0.61
H -0.92375 -2.47452 -1.97595  0.55

Summary:
HOMO-LUMO gap (spin up / spin down): 2.77 / 12.29 eV
Charge: -1
Spin multiplicity: 2
E_HOMO (spin up / spin down): 1.563 / -7.818 eV
Energy relative to the best compared isomer or geometry (same formula, charge and spin): 6.49 kcal per mole
E_LUMO (spin up / spin down): 4.3 / 4.5 eV

***

No. 4
The following is a quantum chemistry calculation of C34H54N4P2Si2Sr as an isolated structure in a non-equilibrium geometry, from OMol25.

Each line ends with the Mulliken charge.
Geometry (Å):
Sr 1.90763 -0.93894 -0.17754  1.53
C -6.87203 1.09345 -2.31025  -0.33
C -5.98800 1.98567 -1.87593  -0.29
C -6.02610 2.81011 -0.61981  -0.37
C -6.95138 2.30762 0.50691  -0.95
C -6.60096 0.91939 0.97881  -0.23
C -7.00014 -0.24714 0.49084  -0.49
C -7.93600 -0.52111 -0.65912  -0.49
C -8.15002 0.63280 -1.65883  -0.89
C 2.69537 -2.53943 1.69771  -2.07
H -6.70562 0.61601 -3.28977  0.30
H -5.13142 2.23349 -2.52151  0.54
H -6.29760 3.85480 -0.84893  0.36
H -4.99721 2.85273 -0.22813  0.04
H -6.79358 2.98372 1.36298  0.41
H -8.00142 2.41332 0.21325  0.34
H -5.94997 0.92902 1.86855  0.35
H -6.68428 -1.16970 1.00072  0.37
H -8.92280 -0.84788 -0.29076  0.34
H -7.52974 -1.38453 -1.20792  0.31
H -8.79050 0.23149 -2.46114  0.38
H -8.71245 1.44499 -1.18639  0.31
H 3.03861 -3.09838 0.80767  0.66
H 1.83890 -2.90884 2.28531  0.39
H 3.37871 -1.81197 2.15698  0.32
P -0.13471 -0.45935 2.07232  0.26
P 0.17460 1.10849 -0.66951  -1.05
N -1.14764 -1.83287 2.46369  0.62
N 0.27916 -0.01627 3.72884  0.54
N -0.98238 0.51914 -1.78898  0.59
N 1.04060 2.31414 -1.53583  0.66
C -1.41634 0.85712 1.61539  -1.50
C -0.78972 1.92705 0.66933  -0.71
C -1.12362 -3.01591 1.68743  -0.71
C -2.14610 -3.83712 2.12819  -0.55
C -2.83703 -3.15572 3.19783  -0.84
C -2.19699 -1.93572 3.37753  -0.29
C 1.26735 -0.71423 4.46912  -0.47
C 1.64933 0.07735 5.53924  -0.66
C 0.91889 1.31169 5.45318  -0.65
C 0.12203 1.23798 4.33100  -0.35
C -0.81861 -0.69449 -2.51607  -0.04
C -1.94774 -0.85756 -3.29395  -0.99
C -2.84588 0.23626 -3.02323  -0.46
C -2.23012 1.04649 -2.08670  -0.36
C 0.52639 3.30876 -2.35787  -0.16
C 1.53275 4.21529 -2.64051  -0.87
C 2.72410 3.76709 -1.95982  -0.34
C 2.40522 2.60376 -1.28275  -0.17
H -1.83827 1.34828 2.50852  0.62
H -2.22980 0.30671 1.09991  0.38
H -1.54211 2.58922 0.21265  0.57
H -0.02291 2.53437 1.20223  0.43
H -0.37219 -3.15417 0.92426  0.50
H -2.40041 -4.81968 1.74258  0.45
H -3.68757 -3.51392 3.75245  0.45
H -2.38705 -1.11193 4.06519  0.48
H 1.60467 -1.68631 4.14197  0.38
H 2.36650 -0.18831 6.31235  0.43
H 0.97199 2.15294 6.14145  0.42
H -0.55924 1.96381 3.88085  0.35
H 0.08323 -1.29236 -2.41635  0.13
H -2.13686 -1.65328 -4.00311  0.44
H -3.80916 0.41641 -3.46018  0.45
H -2.54454 1.96205 -1.57723  0.50
H -0.52212 3.23478 -2.65465  0.41
H 1.43116 5.09586 -3.25460  0.43
H 3.69533 4.25781 -1.97331  0.47
H 3.01445 1.94089 -0.67598  -0.09
C 5.31255 -3.45214 -1.06683  -1.12
Si 4.41743 -2.08141 -1.97722  0.46
C 5.41867 -1.67675 -3.49738  -1.12
C 2.75263 -2.75044 -2.57188  -1.15
C 4.18549 -0.53769 -1.01940  -0.45
Si 5.50202 0.07732 0.08487  -0.34
C 7.03092 0.32419 -0.97350  -1.10
C 5.13595 1.73654 0.88455  -1.01
C 6.03741 -1.02157 1.50511  -1.00
H 5.41384 -4.31570 -1.74142  0.39
H 4.79073 -3.79478 -0.16512  0.39
H 6.32330 -3.14296 -0.77384  0.29
H 5.54184 -2.57719 -4.11081  0.32
H 4.90384 -0.92158 -4.10379  0.28
H 6.41145 -1.28831 -3.24621  0.28
H 2.08144 -3.10035 -1.76297  0.32
H 2.22843 -2.02187 -3.21370  0.21
H 2.94045 -3.63983 -3.19499  0.46
H 3.79733 0.24208 -1.70936  0.53
H 6.82721 0.99065 -1.81954  0.29
H 7.81601 0.78462 -0.36108  0.34
H 7.41845 -0.61880 -1.37387  0.29
H 4.25492 1.70214 1.53840  0.27
H 5.99965 2.01494 1.50959  0.38
H 4.98655 2.53305 0.14442  0.24
H 5.28174 -1.08439 2.29494  0.34
H 6.28979 -2.04060 1.19823  0.28
H 6.94336 -0.57441 1.94218  0.41

Summary:
HOMO-LUMO gap: 5.95 eV
Charge: 0
Spin multiplicity: 1
E_HOMO: -6.157 eV
E_LUMO: -0.2 eV

***

No. 5
The following is a quantum chemistry calculation of C32H27ClHfN6O2S as an isolated structure in a non-equilibrium geometry, from OMol25.

Each line ends with the Mulliken charge.
Geometry (Å):
Hf 0.50366 0.70047 0.15918  1.24
N 0.60227 -3.33333 -2.52325  -0.48
C 0.45606 -2.27537 -1.68522  0.54
S 1.70942 -1.15453 -1.61869  -0.44
N -0.72117 -2.13189 -1.10885  -1.26
N -0.91626 -0.93515 -0.42338  1.30
C -2.03463 -0.92781 0.35931  -0.15
C -2.95207 -1.99583 0.24969  0.31
C -3.54854 -2.64911 1.36620  -0.22
C -4.40721 -3.72274 1.24637  -0.99
C -4.72425 -4.19273 -0.02993  -0.33
C -4.19790 -3.56695 -1.14095  -0.90
C -3.26904 -2.56173 -1.00608  -0.11
C -2.29005 0.18183 1.24531  1.34
C -3.51835 0.39048 2.00559  -1.07
C -3.59221 1.51495 2.83315  -0.60
C -2.56386 2.52269 2.81020  -0.93
C -1.44647 2.30870 2.04258  -0.10
N -1.31018 1.15512 1.29537  0.38
H 1.52309 -3.64907 -2.76073  0.25
H -0.12925 -4.05355 -2.47655  0.24
H -3.26773 -2.38163 2.41465  0.45
H -4.70139 -4.29549 2.12707  0.39
H -5.36990 -5.08380 -0.11375  0.39
H -4.46460 -3.98489 -2.13923  0.37
H -2.83038 -2.17461 -1.92265  0.47
H -4.27606 -0.36384 1.94170  0.81
H -4.50954 1.71567 3.35017  0.48
H -2.50943 3.33268 3.47871  0.49
H -0.63583 3.03629 1.98521  0.49
Cl 6.92035 2.90190 2.76662  -0.17
C 5.28669 2.49628 2.48288  0.31
C 4.29988 2.41706 3.47508  -0.68
C 2.99824 2.34876 3.07548  -0.42
C 2.61827 2.25277 1.73576  0.19
O 1.30664 2.10045 1.42877  -1.02
C 3.61581 2.28145 0.70764  0.14
C 3.25133 2.12609 -0.63318  0.57
N 2.02954 1.90489 -1.05993  0.06
C 1.67720 1.98782 -2.37745  0.94
C 2.51164 2.06947 -3.48123  -1.01
C 2.00934 1.93749 -4.76882  -0.81
C 0.66556 1.80785 -4.99706  -0.83
C -0.20169 1.65314 -3.89330  1.12
C -1.59231 1.47051 -4.11609  -0.64
C -2.44597 1.83271 -3.04299  -0.78
C -1.90785 2.03913 -1.77011  -0.36
N -0.55081 1.84168 -1.51736  -0.13
C 0.28091 1.82135 -2.59228  0.35
C 4.97467 2.37004 1.11114  -1.24
H 4.68101 2.49823 4.49732  0.44
H 2.19742 2.32380 3.79826  0.48
H 4.09486 2.03191 -1.34877  0.22
H 3.57986 2.09423 -3.30432  0.34
H 2.66769 1.96159 -5.62951  0.43
H 0.30661 1.70742 -6.04495  0.40
H -1.94298 0.86578 -4.97668  0.42
H -3.54218 2.02413 -3.13817  0.43
H -2.53022 2.33190 -0.92846  0.48
H 5.78031 2.41258 0.34560  0.40
C 2.84680 -2.18225 2.61444  -1.42
C 1.58472 -1.78254 1.96846  0.70
C 0.44852 -2.75554 1.93905  -0.83
O 1.48487 -0.63710 1.40190  -0.36
H 2.92737 -1.84985 3.67934  0.33
H 3.71698 -1.82057 2.05388  0.34
H 2.79643 -3.32002 2.71588  0.44
H -0.50930 -2.21543 1.98017  -0.01
H 0.51608 -3.36844 2.83595  0.58
H 0.53951 -3.40552 1.04584  0.22

Summary:
HOMO-LUMO gap: 6.15 eV
Charge: +2
Spin multiplicity: 1
E_HOMO: -13.107 eV
Energy relative to the best compared isomer or geometry (same formula, charge and spin): 8.16 kcal per mole
E_LUMO: -7.0 eV

***

| no. | energy (Eh) |
| --- | --- |
| 1 | -2945.7802 |
| 2 | -688.6618 |
| 3 | -159.5198 |
| 4 | -2839.2752 |
| 5 | -2620.6783 |